Entry from the Open Molecules 2025 dataset: a 2-piece molecular cluster, C5H8O4 overall (ωB97M-V/def2-TZVPD).

XYZ file:
```
17
Properties=species:S:1:pos:R:3:forces:R:3:mulliken_spin:R:1
C 1.3652 -2.6602 -1.1866 -0.1 0.2 0.6 0.0001
C 2.5333 -1.6445 -1.0540 0.0 -0.1 0.1 0.0002
O 2.8160 -0.9487 -2.0483 0.0 0.1 -0.3 0.0002
O 3.0316 -1.5959 0.0965 0.0 0.0 0.0 0.0001
H 0.8882 -2.7319 -2.1632 0.2 0.1 -0.1 0.0000
H 0.6439 -2.2763 -0.4552 -0.2 -0.3 -0.2 0.0000
H 1.6653 -3.6481 -0.8270 0.1 0.1 -0.1 -0.0001
C -0.8125 1.2507 0.7034 0.5 -0.6 0.1 0.0462
C -1.1423 2.6232 1.2555 0.2 0.3 -0.8 0.0201
C -2.0670 0.5052 0.2318 0.1 0.4 0.8 -0.0078
O -3.1623 0.6355 0.7303 -0.1 -0.1 -0.3 0.0264
O -1.7241 -0.3095 -0.7054 -0.1 -0.3 -0.5 0.9044
H -0.0306 1.2693 -0.0574 -0.2 0.2 -0.2 0.0064
H -0.3743 0.5778 1.4480 -0.1 0.1 0.2 -0.0028
H -1.6167 3.2167 0.4698 -0.2 0.0 0.1 0.0019
H -0.2037 3.1446 1.4535 -0.1 -0.1 0.4 0.0054
H -1.8100 2.5920 2.1083 0.1 0.0 0.2 -0.0005
```
Forces are in eV/Å.

Summary:
* relative energy (zero: lowest compared OMol25 entry of this formula, charge and spin): 22.1 kJ/mol
* <S²>: 0.754
* spin multiplicity: 2
* HOMO energy (alpha / beta): -3.904 / -3.902 eV
* DFT total energy: -496.27662 Ha
* total charge: -1
* largest force on an atom: 0.9 eV/A
* HOMO-LUMO gap (alpha / beta): 7.01 / 3.54 eV

***

Entry from the Open Molecules 2025 dataset: C2H3OTl as an isolated structure at a distorted geometry (ωB97M-V/def2-TZVPD).

XYZ file:
```
7
Properties=species:S:1:pos:R:3:forces:R:3:mulliken_charge:R:1
O -0.4923 0.6708 0.2734 0.0 0.2 -1.6 -0.0931
C 0.1304 1.4356 -0.6509 -1.6 1.1 0.2 0.2179
Tl 2.0661 0.6052 0.3915 2.5 -0.7 0.4 1.1973
H -1.4672 0.6790 0.3240 -1.2 0.1 -0.1 0.5041
C 0.1763 -0.7794 -0.0428 -0.3 -1.9 1.3 -0.5488
H -0.0837 -1.2203 -1.0131 0.1 1.0 -0.4 0.3758
H -0.3295 -1.3909 0.7179 0.5 0.3 0.3 0.3468
```
Forces are in eV/Å.

Summary:
* relative energy (zero: lowest compared OMol25 entry of this formula, charge and spin): 382.4 kJ/mol
* HOMO energy (alpha / beta): -20.791 / -20.732 eV
* DFT total energy: -324.65976 Ha
* total charge: +2
* largest force on an atom: 2.6 eV/A
* HOMO-LUMO gap (alpha / beta): 8.20 / 6.92 eV

***

Entry from the Open Molecules 2025 dataset: the molecule C5H8N2 at a distorted geometry (ωB97M-V/def2-TZVPD).

XYZ file:
```
15
Properties=species:S:1:pos:R:3:forces:R:3:mulliken_charge:R:1
C 2.0065 0.3320 0.0460 0.6 0.2 0.6 -0.6065
N 0.7064 0.2640 0.4123 -0.3 -0.1 -0.5 0.1001
C -0.0256 0.4832 1.4991 -0.3 0.0 0.3 -0.4658
C -1.2934 -0.1866 1.3249 0.2 0.2 0.2 -0.1902
C -1.3577 -0.7625 0.1013 0.0 -0.1 -0.1 -0.9675
C -0.1335 -0.3550 -0.6597 0.4 -0.2 0.0 0.0403
N -0.3990 0.5725 -1.7387 -0.1 0.0 -0.1 -0.5621
H 2.6409 1.1198 0.4109 0.0 0.0 0.5 0.3076
H 2.4419 -0.6515 -0.1071 0.1 0.3 -0.8 0.2672
H 0.6452 -1.0314 -1.0592 -0.9 -0.8 0.0 0.3739
H 0.4329 0.8077 2.4239 -0.1 0.1 -0.2 0.3987
H -2.0320 -0.2797 2.1178 0.1 0.1 -0.2 0.3733
H -2.1890 -1.3077 -0.3254 0.2 0.0 0.1 0.4120
H -0.0585 0.2041 -2.6182 0.0 0.2 0.1 0.2540
H -1.3850 0.7912 -1.8280 0.1 0.0 0.1 0.2650
```
Forces are in eV/Å.

Summary:
* relative energy (zero: lowest compared OMol25 entry of this formula, charge and spin): 346.4 kJ/mol
* HOMO energy (alpha / beta): -6.517 / -7.175 eV
* DFT total energy: -304.70357 Ha
* total charge: 0
* largest force on an atom: 1.2 eV/A
* HOMO-LUMO gap (alpha / beta): 7.06 / 7.58 eV